{
  "formula": "C30H45CeF5P2",
  "method": "ωB97M-V/def2-TZVPD",
  "e_lumo_ev": [-9.466, -9.469],
  "gap_ev": [3.614, 3.604],
  "total_charge": 2,
  "species": ["Ce", "C", "C", "C", "C", "C", "C", "H", "H", "H", "C", "H", "H", "H", "C", "H", "H", "H", "C", "H", "H", "H", "C", "H", "H", "H", "C", "C", "C", "C", "C", "C", "C", "C", "H", "H", "H", "H", "H", "H", "H", "H", "H", "H", "H", "H", "P", "C", "H", "H", "H", "C", "H", "H", "H", "C", "H", "H", "H", "P", "C", "H", "H", "H", "C", "H", "H", "H", "C", "H", "H", "H", "F", "C", "C", "C", "F", "C", "F", "C", "F", "C", "F"],
  "xyz": [[-0.8807, -0.2367, -2.0302], [-2.3718, 1.6777, 0.2047], [-3.1006, 0.9258, -0.7674], [-2.4421, -0.5077, 0.9416], [-2.0304, 0.8036, 1.2809], [-3.1474, -0.4493, -0.3013], [-2.0818, 3.1280, 0.1256], [-1.6082, 3.3934, -0.8315], [-1.3925, 3.4399, 0.9200], [-2.9943, 3.7373, 0.2214], [-1.4016, 1.1659, 2.5764], [-1.0429, 2.2056, 2.5971], [-0.5436, 0.5007, 2.8338], [-2.1152, 1.0523, 3.4150], [-2.2169, -1.6968, 1.7950], [-3.0417, -1.8658, 2.5038], [-1.3186, -1.5646, 2.4034], [-2.0875, -2.6081, 1.2036], [-3.9125, -1.5630, -0.9298], [-5.0052, -1.3973, -0.8779], [-3.7165, -2.5117, -0.4067], [-3.6603, -1.7151, -1.9988], [-3.7839, 1.4978, -1.9643], [-4.6803, 2.0823, -1.6888], [-4.1113, 0.7335, -2.6837], [-3.1211, 2.1920, -2.5044], [1.1734, 0.6934, -2.7492], [0.1446, 1.6133, -3.0615], [-0.3691, 1.8097, -4.4860], [-1.3097, 0.7155, -5.0473], [-1.3842, -0.5621, -4.2240], [-0.2865, -1.3929, -3.9328], [1.1072, -1.2114, -4.5165], [1.9079, -0.0679, -3.8454], [0.4691, 1.9246, -5.2024], [-1.0177, 0.5369, -6.0996], [-0.9472, 2.7532, -4.5129], [2.2336, 0.6224, -4.6442], [1.7063, 0.7880, -1.7818], [0.0203, 2.5068, -2.4211], [2.8167, -0.5091, -3.4013], [1.6609, -2.1527, -4.3557], [-0.4173, -2.3375, -3.3513], [1.1215, -1.0824, -5.6160], [-2.3393, 1.1150, -5.1224], [-2.4202, -0.8861, -3.9738], [1.9118, 2.6192, 0.9604], [1.6503, 3.4364, 2.5587], [2.5282, 3.9997, 2.8756], [1.4203, 2.6632, 3.3019], [0.7769, 4.0967, 2.4671], [3.5359, 1.7820, 0.9426], [4.2776, 2.2567, 1.5930], [3.9123, 1.7489, -0.0898], [3.3831, 0.7456, 1.2766], [2.1483, 3.9565, -0.2693], [2.4239, 3.5029, -1.2336], [2.9094, 4.6903, 0.0209], [1.1882, 4.4754, -0.4040], [1.0269, -2.6970, 0.0455], [-0.0435, -4.1093, -0.4506], [0.5697, -4.9877, -0.6931], [-0.6403, -3.8292, -1.3366], [-0.7279, -4.3534, 0.3743], [2.5080, -3.0214, -0.9673], [2.2729, -2.8873, -2.0328], [2.8691, -4.0410, -0.7968], [3.2837, -2.2986, -0.6879], [1.5087, -3.1030, 1.7489], [2.1797, -3.9647, 1.7858], [0.6020, -3.3142, 2.3282], [1.9989, -2.2306, 2.1973], [-1.1165, -2.2502, 4.5083], [0.0104, -1.5887, 4.8978], [0.5437, -0.5601, 4.1637], [1.7598, -0.0683, 4.5444], [2.4802, 0.7764, 3.7387], [2.3866, -0.4522, 5.7482], [3.5326, 0.1293, 6.1403], [1.8007, -1.4564, 6.5241], [2.3798, -1.8532, 7.6739], [0.6212, -2.0467, 6.0838], [0.0662, -3.0627, 6.7695]],
  "lowdin_charge": [1.19, -0.20, -0.28, -0.20, -0.11, -0.28, -0.01, 0.08, 0.07, 0.11, 0.02, 0.08, 0.06, 0.14, -0.02, 0.12, 0.05, 0.07, -0.01, 0.12, 0.10, 0.08, 0.00, 0.12, 0.09, 0.10, -0.27, -0.27, -0.13, -0.13, -0.27, -0.25, -0.12, -0.13, 0.14, 0.14, 0.13, 0.13, 0.11, 0.12, 0.12, 0.12, 0.12, 0.14, 0.13, 0.13, 0.79, -0.29, 0.06, 0.01, 0.04, -0.29, 0.06, 0.04, 0.02, -0.30, 0.03, 0.06, 0.03, 0.79, -0.27, 0.06, 0.02, 0.04, -0.28, 0.03, 0.06, 0.05, -0.26, 0.06, 0.04, 0.03, 0.06, -0.21, 0.15, -0.20, 0.04, -0.12, 0.13, -0.10, 0.14, -0.12, 0.13]
}



{
  "formula": "C30H45FN3O8",
  "method": "ωB97M-V/def2-TZVPD",
  "e_lumo_ev": -2.611,
  "gap_ev": 7.511,
  "total_charge": 1,
  "species": ["F", "C", "C", "C", "C", "N", "C", "C", "N", "C", "C", "C", "C", "N", "C", "C", "C", "C", "H", "H", "H", "H", "H", "H", "H", "H", "H", "H", "H", "H", "H", "H", "H", "H", "H", "H", "H", "H", "H", "O", "C", "O", "C", "C", "C", "H", "H", "H", "H", "H", "H", "O", "C", "O", "C", "C", "C", "H", "H", "H", "H", "H", "H", "O", "C", "O", "C", "C", "C", "H", "H", "H", "H", "H", "H", "O", "C", "O", "C", "C", "C", "H", "H", "H", "H", "H", "H"],
  "xyz": [[4.7647, -4.7201, 2.4987], [4.6492, -4.1145, 1.2196], [5.7388, -2.9839, 0.9952], [5.5156, -1.9044, 2.1589], [5.3239, -0.4432, 1.6032], [6.1185, 0.0301, 0.5710], [5.7741, 1.3834, 0.2800], [4.6803, 1.6690, 1.2201], [4.4187, 0.5253, 2.0099], [3.4291, 0.2772, 3.0835], [2.1155, 1.1447, 2.9777], [1.0880, 0.6594, 1.8772], [0.6233, -0.8684, 2.0631], [-0.4280, -1.0811, 1.0346], [-1.7798, -1.3904, 1.2481], [-2.4394, -1.4667, -0.0837], [-1.4249, -1.1735, -1.1817], [-0.2185, -0.9572, -0.3568], [3.6046, -3.6878, 1.1031], [4.7606, -4.9043, 0.4223], [6.7680, -3.4188, 1.1693], [5.6627, -2.5264, -0.0312], [4.6758, -2.2226, 2.8349], [6.4418, -1.8609, 2.8101], [6.8502, -0.4965, 0.0810], [6.2347, 2.0640, -0.4782], [4.1357, 2.6405, 1.2841], [3.1701, -0.8210, 3.0539], [3.8832, 0.4820, 4.0979], [1.5827, 1.0961, 3.9778], [2.3463, 2.2342, 2.7948], [0.1319, 1.2592, 2.0130], [1.4159, 0.8492, 0.8142], [1.4714, -1.5985, 1.9667], [0.1012, -0.9421, 3.0647], [-2.2819, -1.5549, 2.2299], [-3.5187, -1.6931, -0.3018], [-1.5496, -1.1102, -2.2891], [0.8147, -0.7127, -0.7290], [-2.4671, 0.8930, -4.0784], [-2.2858, 1.7546, -3.2637], [-1.0552, 2.2162, -2.9035], [-1.1986, 3.1585, -1.8308], [-2.6262, 3.6576, -1.9268], [-3.3580, 2.4436, -2.4670], [-0.9997, 2.6435, -0.8855], [-0.4741, 3.9648, -1.9528], [-3.0209, 4.0225, -0.9780], [-2.6848, 4.4742, -2.6515], [-3.6884, 1.7781, -1.6666], [-4.1957, 2.7270, -3.1013], [-7.5852, -0.0681, 1.3751], [-6.9315, -0.8154, 2.0440], [-7.3967, -1.9800, 2.5699], [-6.3844, -2.5624, 3.4058], [-5.0806, -1.9651, 2.9211], [-5.5038, -0.5864, 2.4616], [-6.6005, -2.3037, 4.4460], [-6.4013, -3.6473, 3.3022], [-4.3028, -1.9512, 3.6862], [-4.7048, -2.5397, 2.0693], [-5.4842, 0.1387, 3.2780], [-4.9020, -0.2376, 1.6233], [8.9947, 0.0986, -0.6524], [8.9028, -0.3875, -1.7524], [8.5876, -1.6872, -1.9748], [8.6701, -1.9667, -3.3836], [8.5216, -0.6228, -4.0632], [9.1586, 0.3207, -3.0587], [9.6365, -2.4331, -3.5894], [7.8776, -2.6590, -3.6669], [8.9795, -0.5876, -5.0514], [7.4614, -0.3785, -4.1749], [10.2365, 0.4099, -3.2094], [8.6869, 1.3018, -3.0714], [-6.7936, 2.4236, -2.5854], [-7.9549, 2.3850, -2.2800], [-8.9414, 3.0378, -2.9486], [-10.1847, 2.8653, -2.2500], [-10.0009, 1.6152, -1.4159], [-8.5198, 1.6581, -1.0927], [-10.3653, 3.7524, -1.6366], [-10.9976, 2.7625, -2.9689], [-10.6430, 1.5852, -0.5353], [-10.2189, 0.7307, -2.0209], [-8.3153, 2.2390, -0.1914], [-8.0967, 0.6598, -1.0094]],
  "lowdin_charge": [-0.07, -0.19, -0.14, -0.07, -0.15, 0.13, 0.02, 0.01, -0.01, -0.11, -0.17, -0.17, -0.13, -0.17, -0.09, -0.08, -0.03, -0.12, 0.12, 0.13, 0.13, 0.12, 0.11, 0.14, 0.14, 0.14, 0.13, 0.11, 0.15, 0.13, 0.11, 0.13, 0.10, 0.11, 0.14, 0.09, 0.09, 0.10, 0.11, 0.11, -0.49, 0.01, -0.17, -0.16, -0.08, 0.11, 0.12, 0.12, 0.12, 0.13, 0.12, 0.12, -0.47, 0.04, -0.15, -0.18, -0.08, 0.13, 0.13, 0.11, 0.11, 0.14, 0.12, 0.10, -0.48, 0.02, -0.15, -0.15, -0.07, 0.13, 0.13, 0.13, 0.12, 0.14, 0.13, 0.11, -0.48, 0.03, -0.16, -0.16, -0.09, 0.13, 0.13, 0.12, 0.12, 0.13, 0.11]
}



In the order shown, the computed ΔE to the lowest compared entry with this formula, charge and spin values come out to 132.8, 0.0 kJ/mol.